# 1
A structure of composition C38H70N9O3Pb2 at a distorted geometry, computed with the ωB97M-V functional and the def2-TZVPD basis.

```
122
Properties=species:S:1:pos:R:3:forces:R:3:mulliken_charge:R:1
Pb 0.5330 4.6912 -0.5690 1.12 -1.74 -1.46 1.305
Pb 1.6711 2.1161 -2.9645 -0.12 1.30 1.65 1.473
O -0.0757 3.8478 -2.7339 0.25 -0.50 -0.10 -0.830
H -0.8597 3.7438 -3.3076 0.53 0.15 0.64 0.106
C 4.0574 4.4682 -1.1041 -0.50 -0.55 0.42 -0.457
O 2.8883 4.2919 -1.8176 -2.47 -0.79 -0.71 -0.714
H 3.8102 4.3753 -0.0466 0.38 0.45 0.65 -0.059
H 4.7754 3.6637 -1.2627 0.41 -0.08 -0.37 0.199
H 4.5030 5.4354 -1.3368 0.28 0.10 0.18 0.302
C 0.3976 1.1407 0.6044 0.39 1.25 -0.10 0.564
O 0.9413 2.1274 -0.2021 0.35 1.85 -1.98 -0.083
H 1.1722 0.9144 1.3372 -0.04 -0.81 0.51 -0.209
H -0.4476 1.5745 1.1388 -0.51 -0.41 0.31 -0.470
H 0.0912 0.2618 0.0372 -0.10 -0.32 0.07 -0.331
C -3.3826 2.7822 -1.5868 0.53 -0.46 0.20 0.235
C -4.4380 3.5439 -2.3569 -0.01 0.17 -0.27 -0.786
C -5.8298 2.9200 -2.3685 -0.29 -1.17 0.50 -0.625
C -5.8497 1.5216 -2.8867 0.13 -1.96 -1.00 0.359
N -5.8562 0.4148 -3.2757 0.10 2.72 0.94 -0.510
H -3.1729 1.7725 -1.9400 -0.24 -0.07 -0.25 -0.154
H -3.6184 2.6872 -0.5269 -0.28 0.05 0.04 0.134
H -2.4198 3.2928 -1.6094 -0.06 0.13 -0.13 -0.085
H -4.1666 3.6900 -3.4024 0.34 0.09 0.02 0.323
H -4.4818 4.5246 -1.8831 -0.35 0.15 -0.23 0.376
H -6.5911 3.4890 -2.9021 0.22 0.11 -0.11 0.414
H -6.1912 2.7995 -1.3472 -0.10 0.21 0.19 0.290
C 2.6593 -3.3569 -1.4324 -0.59 0.43 0.14 -1.749
C 1.6721 -2.3955 -0.7259 1.11 -0.37 -0.28 1.217
C 0.4165 -3.0488 -0.1174 0.71 0.19 -0.79 0.925
C 0.6999 -4.2492 0.6699 -0.17 -0.11 0.79 -0.113
N 0.8511 -5.2044 1.2984 -0.07 0.45 -0.37 -0.644
H 3.2386 -3.9670 -0.7393 -0.25 -0.14 0.03 0.387
H 3.3721 -2.7562 -1.9974 0.00 -0.02 -0.09 0.432
H 2.0954 -3.9796 -2.1268 0.21 -0.29 -0.09 0.347
H 1.3879 -1.6562 -1.4748 -0.35 0.13 0.14 -0.010
H 2.2814 -1.8764 0.0140 -0.45 0.10 0.31 -0.830
H -0.2030 -3.4095 -0.9386 -0.22 0.09 -0.15 0.057
H -0.1579 -2.2916 0.4163 -0.05 -0.34 0.35 -0.002
C -3.2755 0.9219 2.4740 -0.08 0.84 0.61 -0.707
C -2.4796 1.7534 3.5125 0.66 0.20 -1.37 0.062
C -2.5107 3.3427 3.2741 -0.48 -1.51 0.54 -0.715
C -2.0579 3.7603 1.9305 -0.33 0.08 0.21 0.253
N -1.7204 4.1379 0.8950 -0.17 -0.35 0.69 -0.394
H -4.3210 1.1601 2.6697 -0.23 -0.04 -0.60 0.428
H -3.1767 -0.1563 2.5998 0.30 0.07 0.22 0.270
H -2.9628 1.1628 1.4580 -0.24 0.08 -0.08 -0.117
H -1.4326 1.4728 3.3984 0.13 -0.11 0.40 -0.331
H -2.8487 1.4437 4.4902 0.24 0.63 0.18 0.506
H -1.9191 3.8699 4.0226 0.35 -0.16 -0.10 0.396
H -3.5240 3.6768 3.4970 -0.14 0.22 -0.60 0.380
C 4.1039 5.1602 4.6874 0.20 -0.01 -0.73 -1.309
C 3.8968 3.7772 4.1093 -0.75 -0.23 0.27 -0.542
C 2.4252 3.3786 3.8316 0.46 0.86 -0.90 0.836
C 1.8395 4.2546 2.7771 0.72 -0.97 1.42 0.103
N 1.4142 4.9269 1.9615 -0.32 0.60 -0.47 -0.496
H 3.5872 5.8713 4.0428 0.13 0.33 0.13 0.334
H 5.1794 5.3137 4.5994 -0.06 0.52 0.31 0.370
H 3.7780 5.3024 5.7178 0.00 -0.21 -0.06 0.332
H 4.3218 3.0508 4.8018 -0.01 -0.26 -0.21 0.497
H 4.3905 3.6955 3.1410 0.33 0.00 0.11 0.195
H 1.7922 3.4653 4.7147 0.00 -0.42 -0.04 0.540
H 2.4767 2.3955 3.3637 -0.56 -0.26 0.44 -0.822
C -4.7015 -5.0963 -0.2686 0.43 -0.20 -0.38 -1.171
C -3.2891 -5.5998 0.0780 -0.15 0.57 0.20 -0.260
C -2.8241 -5.3668 1.5475 -0.04 -0.25 -0.88 -0.487
C -2.4920 -3.9584 1.8122 0.34 3.03 0.70 0.200
N -2.2342 -2.8274 2.0277 -0.70 -3.32 -0.68 -0.326
H -4.9061 -4.0601 0.0006 0.12 -0.03 0.26 0.262
H -5.4749 -5.7503 0.1341 0.03 0.12 0.23 0.375
H -4.8019 -5.1504 -1.3526 -0.11 0.01 -0.08 0.339
H -2.5394 -5.1241 -0.5543 -0.05 0.15 -0.16 0.107
H -3.2438 -6.6552 -0.1906 0.10 -0.09 0.40 0.400
H -1.8984 -5.9258 1.6847 0.00 -0.08 0.26 0.289
H -3.5871 -5.7278 2.2371 0.13 0.15 0.19 0.402
C 6.1629 -1.0751 0.6334 0.01 0.42 -0.43 -1.180
C 5.6991 0.2922 1.1471 -0.88 -1.22 0.24 -0.863
C 4.1632 0.4803 0.8975 0.55 1.21 0.94 1.829
C 3.7107 0.5014 -0.4745 0.20 0.17 -1.03 0.167
N 3.3976 0.5569 -1.5835 0.11 -0.10 0.72 -0.507
H 5.5352 -1.9071 0.9527 0.12 0.13 0.69 0.251
H 7.2104 -1.2095 0.9031 -0.10 -0.37 -0.11 0.403
H 6.0476 -1.1365 -0.4487 0.37 0.29 -0.23 0.327
H 6.3271 1.1158 0.8075 -0.38 0.01 -0.67 0.366
H 5.8530 0.3425 2.2250 -0.29 -0.20 0.19 0.429
H 3.9333 1.4582 1.3205 -0.24 0.43 -0.30 -0.567
H 3.4869 -0.1516 1.4731 0.48 -0.70 -0.04 -0.647
C 1.5907 -0.0450 5.0273 -0.23 -0.33 -0.54 -0.894
C 0.4364 -0.9330 4.5752 -0.87 -0.16 0.31 0.161
C 0.8034 -2.3759 4.2534 1.06 -0.56 -0.69 -0.402
C 1.9556 -2.3583 3.3031 2.98 -0.27 -2.47 0.238
N 2.8661 -2.3136 2.5373 -3.54 -0.03 2.97 -0.503
H 2.2448 0.1402 4.1754 0.28 -0.05 0.11 0.009
H 2.1406 -0.5610 5.8144 0.14 0.26 0.06 0.353
H 1.2278 0.9233 5.3720 -0.01 -0.10 0.17 0.360
H -0.0742 -0.5661 3.6848 0.09 0.39 -0.02 -0.265
H -0.3160 -0.9596 5.3634 -0.12 -0.02 0.03 0.472
H 0.0177 -2.9692 3.7857 -0.32 0.47 -0.34 0.034
H 1.0410 -3.0178 5.1018 0.49 0.39 0.30 0.428
C 0.1503 -1.6044 -7.4759 0.23 0.19 0.10 -1.217
C 0.0647 -2.6538 -6.3608 0.00 0.82 0.21 0.100
C 1.3658 -2.7218 -5.4809 -0.50 -0.12 -0.45 -0.341
C 1.7869 -1.4553 -4.8624 -0.32 0.36 -0.10 0.127
N 2.0544 -0.4525 -4.3636 -0.02 -0.56 -0.38 -0.279
H -0.7036 -1.4926 -8.1441 -0.19 -0.80 0.07 0.387
H 1.0279 -1.8293 -8.0820 0.03 0.32 -0.13 0.340
H 0.2035 -0.5920 -7.0755 0.57 0.00 0.26 0.271
H -0.1457 -3.6352 -6.7859 0.24 -0.07 0.15 0.383
H -0.7785 -2.4031 -5.7172 -0.03 -0.12 0.15 -0.231
H 2.1883 -3.0950 -6.0911 0.09 0.02 0.03 0.450
H 1.2196 -3.4262 -4.6621 0.02 -0.11 -0.02 0.103
C -3.5345 -1.0673 -1.1455 -0.69 0.00 -0.83 -0.307
C -3.2678 -1.7841 -2.5076 1.38 0.14 1.06 -0.390
C -2.6526 -0.8919 -3.5970 -0.42 0.34 0.00 -0.186
C -1.4152 -0.1863 -3.2471 -0.48 -0.24 0.26 -0.327
N -0.4351 0.3464 -2.9850 0.07 0.20 0.11 0.027
H -4.3084 -0.3035 -1.2225 -0.29 -0.24 -0.12 0.207
H -2.6923 -0.5136 -0.7305 0.49 -0.39 -0.21 -0.204
H -3.8446 -1.8230 -0.4238 0.01 0.15 0.09 0.207
H -4.1119 -2.3123 -2.9510 -0.23 0.34 0.30 0.417
H -2.5346 -2.5450 -2.2400 0.10 -0.34 -0.25 0.160
H -3.4304 -0.1648 -3.8307 0.17 0.34 -0.22 0.159
H -2.4240 -1.4193 -4.5231 -0.19 -0.25 0.03 0.164
```
Forces are in eV/Å.

Computed properties:
Gap between HOMO and LUMO in eV: 8.180
LUMO level in eV: -1.9420
HOMO in hartree: -0.372
Electronic energy in eV: -70582.8230
ΔE to the lowest compared entry with this formula, charge and spin in kJ/mol: 0.0
Charge: +1

---

# 2
A cluster of 9 separate species, C38H72BrCl16N2OSi in total at a distorted geometry, computed with the ωB97M-V functional and the def2-TZVPD basis.

```
131
Properties=species:S:1:pos:R:3:forces:R:3:mulliken_charge:R:1
C 6.0957 2.7046 1.3715 -0.28 -0.43 -0.46 -1.073
Si 6.7171 2.3903 -0.3785 0.52 0.26 0.18 0.210
C 8.4362 3.1550 -0.4733 -0.27 -0.44 -0.10 -1.139
C 5.6803 3.2404 -1.6978 -0.56 -0.18 0.27 -0.831
C 4.2564 2.7019 -1.9520 0.02 0.73 -0.28 -0.641
C 3.2258 3.2340 -0.9523 -0.69 -0.64 -0.79 -0.207
C 1.8003 2.9669 -1.4538 -0.40 -0.18 0.86 -0.696
C 0.7499 3.6102 -0.5319 0.16 0.56 -0.81 -1.134
C -0.6824 3.2833 -0.9540 -0.37 -0.48 0.29 -0.845
C -1.1813 1.8999 -0.4835 0.76 -0.13 0.52 0.786
C -1.7227 1.9273 0.9678 0.22 0.72 -0.45 -1.865
N -3.1772 2.0900 1.1407 0.92 -0.51 -0.41 0.286
C -3.6554 3.4324 0.8531 -0.44 -0.10 0.15 -1.440
C -4.1303 3.6754 -0.5671 -0.03 0.67 -0.02 -0.025
N -5.1923 2.6841 -0.9003 0.75 -0.09 -0.51 -0.081
C -4.6952 1.2767 -0.7725 -1.23 -1.53 0.63 -0.204
C -5.9406 0.3527 -0.9025 -0.05 0.28 -0.49 -0.905
C -5.8430 -0.4800 -2.1788 0.32 0.13 0.21 -0.311
O -6.9831 -1.2858 -2.3003 0.01 0.04 0.01 -0.585
C -4.0449 1.0502 0.6206 -0.43 0.99 0.04 -0.980
Br -3.2414 -0.6975 0.5523 0.02 -0.07 0.29 -0.066
C 6.8735 0.5293 -0.6024 0.13 0.10 -0.17 0.431
C 5.7889 -0.3495 -0.6391 0.02 0.32 -0.13 -0.031
C 5.9701 -1.7157 -0.7691 0.04 -0.35 -0.43 -1.387
C 7.2433 -2.2522 -0.8690 0.20 0.12 0.04 -0.223
C 8.3354 -1.3963 -0.8440 0.05 -0.20 0.05 -0.777
C 8.1489 -0.0314 -0.7106 0.18 -0.02 -0.05 -0.265
H 6.8353 2.3100 2.0700 0.05 0.20 0.06 0.390
H 5.1838 2.1221 1.5352 -0.07 0.17 0.10 0.271
H 5.9015 3.7626 1.5466 0.02 -0.02 0.16 0.330
H 8.8393 3.0757 -1.4853 0.05 0.11 0.03 0.317
H 9.0971 2.5954 0.1914 0.10 0.22 0.07 0.290
H 8.4099 4.2016 -0.1696 0.07 0.01 -0.01 0.336
H 6.2276 3.3021 -2.6413 0.14 -0.18 0.08 0.481
H 5.5561 4.2782 -1.3624 0.18 0.03 -0.05 0.436
H 4.2063 1.6150 -2.0434 0.09 -0.01 0.15 0.189
H 3.9375 3.0905 -2.9267 0.01 -0.13 -0.04 0.440
H 3.3145 4.3213 -0.8839 0.30 -0.05 0.38 0.275
H 3.3055 2.7452 0.0219 0.29 0.34 0.15 0.114
H 1.5944 1.8904 -1.4870 0.22 -0.02 -0.24 0.236
H 1.6495 3.3815 -2.4536 0.11 -0.13 -0.07 0.342
H 0.9511 3.4068 0.5234 -0.11 -0.16 -0.01 0.296
H 0.8689 4.6902 -0.6773 0.02 0.02 0.33 0.414
H -0.7399 3.3272 -2.0448 -0.04 0.21 0.01 0.495
H -1.3510 4.0344 -0.5228 0.03 0.17 -0.29 0.341
H -0.3056 1.2423 -0.4616 -0.12 -0.13 -0.20 0.332
H -1.8747 1.4322 -1.1839 -0.07 0.06 0.02 -0.066
H -1.2805 2.8182 1.4232 -0.07 -0.09 0.20 0.751
H -1.3410 1.1011 1.5627 -0.36 -0.21 -0.10 0.415
H -2.8699 4.1560 1.0582 0.00 -0.07 0.15 0.632
H -4.4788 3.6810 1.5348 -0.02 -0.01 -0.06 0.384
H -4.5809 4.6635 -0.6478 -0.02 0.07 0.04 0.157
H -3.3518 3.6145 -1.3267 0.03 -0.29 0.06 0.232
H -6.0196 2.8269 -0.3162 0.07 0.02 0.11 0.621
H -5.4926 2.8074 -1.8685 -0.19 0.16 0.08 0.466
H -4.0499 0.9990 -1.6052 0.42 0.76 0.06 0.431
H -6.0763 -0.2749 -0.0227 0.11 -0.09 -0.05 0.435
H -6.8454 0.9660 -0.9916 -0.05 -0.08 0.11 0.309
H -5.7457 0.2164 -3.0274 -0.04 -0.11 -0.07 0.353
H -4.9117 -1.0596 -2.1357 -0.11 -0.14 -0.03 0.211
H -6.7774 -2.0607 -2.8354 -0.05 0.00 -0.01 0.380
H -4.8859 0.9558 1.3166 0.04 -0.08 0.02 0.685
H 4.7821 0.0424 -0.5421 -0.03 -0.06 0.01 0.625
H 5.1236 -2.3888 -0.7862 -0.07 0.10 -0.04 0.466
H 7.4246 -3.3169 -0.9666 -0.36 0.29 0.10 0.292
H 9.3400 -1.7988 -0.9143 -0.02 -0.01 -0.01 0.561
H 9.0382 0.5864 -0.6895 -0.09 0.12 -0.01 0.220
Cl -8.2480 -5.0813 0.9162 0.01 0.00 -0.01 -0.203
C -6.7007 -4.2360 1.1733 0.05 -0.09 0.09 0.272
C -6.2324 -3.5513 -0.0828 -0.03 0.16 0.00 0.149
Cl -5.7431 -4.7057 -1.3578 -0.01 0.05 -0.09 -0.195
H -5.9706 -4.9588 1.5350 -0.35 0.21 -0.10 -0.297
H -6.8675 -3.4965 1.9564 -0.01 0.05 -0.05 0.308
H -5.3521 -2.9400 0.1092 0.04 -0.02 0.19 -0.345
H -7.0078 -2.9141 -0.4983 -0.04 -0.06 -0.04 0.380
Cl -6.4012 5.8719 1.7406 -0.03 -0.05 -0.08 -0.096
C -6.6037 5.9720 3.5149 -0.06 -0.03 0.15 -0.633
C -5.3528 6.4716 4.1875 -0.01 0.07 0.06 -0.425
Cl -4.0249 5.2836 4.0775 0.01 0.00 -0.02 -0.155
H -6.8832 4.9862 3.8768 0.04 -0.03 -0.05 0.312
H -7.4289 6.6562 3.7014 0.04 0.06 -0.06 0.385
H -5.5481 6.6372 5.2452 -0.01 -0.06 0.01 0.335
H -5.0072 7.4035 3.7480 0.03 -0.04 -0.05 0.311
Cl -7.0109 5.7755 -1.6045 -0.04 -0.10 0.00 -0.133
C -6.6742 6.6396 -3.1351 -0.02 0.02 -0.18 -0.485
C -5.2416 6.4711 -3.5698 0.02 0.04 -0.05 -0.444
Cl -4.1023 7.2855 -2.4692 0.01 -0.08 0.05 -0.167
H -6.9326 7.6833 -2.9802 0.06 0.00 0.09 0.352
H -7.3395 6.2277 -3.8914 0.00 -0.07 0.04 0.322
H -5.1062 6.9073 -4.5577 -0.02 0.04 0.01 0.384
H -4.9626 5.4205 -3.6169 -0.01 0.00 0.00 0.223
Cl -5.1836 -6.3486 5.2037 -0.02 0.00 -0.03 -0.205
C -3.6822 -7.0483 4.5379 -0.04 -0.03 0.00 -0.339
C -3.0947 -6.1904 3.4488 0.05 0.04 0.06 0.359
Cl -4.1198 -6.1847 1.9834 0.36 -0.17 0.02 -0.267
H -3.9097 -8.0474 4.1752 -0.05 0.02 -0.03 0.363
H -2.9806 -7.1342 5.3630 0.00 0.07 0.01 0.179
H -2.1263 -6.5781 3.1527 -0.05 -0.08 -0.07 -0.462
H -2.9689 -5.1603 3.7745 -0.11 0.01 0.00 0.340
Cl -0.9827 -4.3901 -3.9068 0.02 0.02 0.00 -0.193
C -1.4075 -3.5464 -2.3999 0.00 -0.07 0.06 -0.427
C -1.9996 -2.1861 -2.6639 -0.12 0.02 0.05 0.418
Cl -0.8111 -1.0295 -3.3250 -0.02 0.04 -0.01 -0.185
H -0.5107 -3.4770 -1.7888 0.03 0.02 -0.04 0.350
H -2.1382 -4.1655 -1.8798 -0.04 0.03 -0.02 0.276
H -2.3586 -1.7491 -1.7339 0.05 -0.11 -0.04 -0.612
H -2.8287 -2.2496 -3.3657 0.06 -0.02 -0.07 0.327
Cl 9.0178 -4.5855 -2.2376 0.30 -0.32 -0.18 -0.202
C 9.3807 -3.6492 -3.7105 -0.12 0.08 -0.09 -0.470
C 10.8378 -3.7239 -4.0841 0.03 0.00 -0.08 -0.421
Cl 11.8717 -2.8706 -2.9089 0.00 -0.01 0.02 -0.178
H 9.0660 -2.6221 -3.5358 0.02 -0.01 0.08 0.274
H 8.7718 -4.0671 -4.5104 0.04 -0.05 0.00 0.413
H 10.9903 -3.2454 -5.0500 -0.02 0.04 0.01 0.302
H 11.1807 -4.7532 -4.1477 0.01 0.00 0.07 0.309
Cl 4.9654 -1.7486 1.8683 -0.38 -0.08 0.59 -0.072
C 3.6751 -2.1156 3.0416 0.06 0.10 0.07 -0.553
C 3.9996 -3.3102 3.9002 -0.07 0.01 0.14 -0.453
Cl 4.0200 -4.8236 2.9516 0.01 -0.01 0.01 -0.178
H 2.7573 -2.2727 2.4794 0.02 -0.05 -0.01 0.278
H 3.5498 -1.2377 3.6744 0.04 -0.02 0.03 0.333
H 3.2391 -3.4243 4.6713 -0.02 -0.03 -0.03 0.305
H 4.9681 -3.2105 4.3826 0.04 0.00 -0.09 0.359
Cl -0.1145 -7.4213 1.5123 -0.02 0.02 0.01 -0.192
C 1.2076 -7.1000 2.6696 0.12 0.01 -0.07 -0.446
C 1.0796 -7.9292 3.9194 0.13 -0.01 -0.02 -0.462
Cl -0.3329 -7.4125 4.8836 0.19 -0.13 0.15 -0.181
H 1.2003 -6.0386 2.8999 -0.03 0.00 -0.01 0.239
H 2.1394 -7.3340 2.1587 0.00 -0.05 0.02 0.364
H 1.9607 -7.7966 4.5446 -0.01 0.09 0.00 0.347
H 0.9729 -8.9873 3.6963 -0.13 0.02 -0.01 0.316
```
Forces are in eV/Å.

Computed properties:
Gap between HOMO and LUMO in eV: 7.532
LUMO level in eV: -2.7353
HOMO in hartree: -0.377
Electronic energy in eV: -323877.3267
ΔE to the lowest compared entry with this formula, charge and spin in kJ/mol: 0.0
Charge: +1